{
  "formula": "C5H15N3",
  "method": "the ωB97M-V functional and the def2-TZVPD basis",
  "relative_energy_kcal_mol": 32.7,
  "smiles": "CC(C)NC(C)(N)N",
  "e_tot_ev": -9897.7332,
  "homo_energy_ev": -7.51,
  "symbols": ["H", "H", "H", "H", "C", "H", "C", "H", "H", "N", "H", "H", "H", "H", "C", "H", "C", "N", "N", "H", "H", "H", "C"],
  "xyz": [[-0.78796, -1.95259, 0.71037], [-0.40762, 1.91510, -1.09221], [2.35116, 1.84949, -1.35973], [1.25829, -0.45759, 1.13682], [-2.07292, -0.41610, 0.00769], [2.92231, 0.80592, -0.04210], [-1.05857, -0.53711, 2.28353], [-2.98307, -0.87957, 0.40643], [-0.57819, 0.66646, -2.25074], [-0.16448, 0.97079, -1.37470], [2.35642, -0.64808, -2.08369], [-2.22594, 0.66542, 0.07444], [0.91683, -1.55057, -1.85168], [-0.23695, -0.93865, 2.88525], [2.04219, 1.30333, -0.46220], [1.68916, 2.03612, 0.27164], [-0.86074, -0.86428, 0.80476], [0.56835, -0.43547, 0.39343], [1.40000, -0.66453, -1.74276], [-1.09612, 0.54566, 2.44274], [-1.99390, -0.71714, -1.04019], [-1.98062, -0.98706, 2.66658], [0.94239, 0.29046, -0.78365]],
  "forces_ev_per_a": [[-0.4, -0.1, 0.1], [0.2, -0.5, 0.0], [-0.1, -0.2, 0.1], [-0.5, 0.0, -0.2], [-0.1, 0.2, -0.3], [-0.1, 0.0, 0.0], [0.2, -0.1, 0.1], [0.3, -0.2, 0.2], [0.7, 0.1, 0.5], [-1.1, 1.2, -0.5], [-0.6, 0.0, 0.3], [0.1, -0.2, -0.2], [0.3, 0.5, 0.5], [0.0, 0.1, -0.1], [0.4, 0.1, 0.1], [-0.1, -0.2, -0.1], [1.9, -0.3, 0.3], [-2.3, 0.2, 1.5], [1.1, -0.6, -1.9], [0.0, -0.1, -0.1], [-0.1, 0.2, 0.2], [0.1, 0.1, -0.1], [0.0, -0.3, -0.4]],
  "nbo_charge": [0.171, 0.371, 0.218, 0.374, -0.603, 0.205, -0.609, 0.203, 0.390, -0.889, 0.378, 0.207, 0.380, 0.202, -0.618, 0.213, -0.024, -0.690, -0.896, 0.203, 0.210, 0.206, 0.397]
}